This record from the OMol25 dataset describes the molecule C7H13ClNOP at a distorted geometry. The level of theory is wB97M-V/def2-TZVPD.

Geometry as XYZ:
```
24
Properties=species:S:1:pos:R:3:forces:R:3:nbo_charge:R:1
C 0.0619 -0.5222 1.9317 1.48 -2.02 -1.56 -0.67
C -0.7637 -0.7482 0.6078 -0.33 3.69 2.63 -0.59
C -1.9483 -1.5651 0.9495 -1.83 -0.59 -1.23 -0.65
P -1.1033 0.8206 -0.0462 1.64 -1.47 -1.85 1.70
C -2.0164 0.5123 -1.5618 -1.10 -1.27 1.84 -1.00
Cl -1.6522 2.6950 0.5955 -0.31 -0.06 0.31 -0.28
O 0.3294 1.3940 -0.6415 -0.83 0.50 -0.01 -0.82
C 1.3001 0.5691 -1.2486 -0.29 -0.96 -0.91 -0.08
C 2.6406 0.9031 -0.6561 2.23 1.64 -0.78 -0.55
C 3.1547 -0.2447 0.0487 1.27 -0.64 -0.18 0.28
N 3.6270 -1.1589 0.5596 -0.23 0.04 0.09 -0.32
H 0.3582 -1.6008 1.9871 0.77 0.97 0.86 0.22
H 0.9135 0.1244 1.7219 0.43 -0.36 -0.10 0.20
H -0.2243 -0.1922 2.9281 -1.37 -0.03 -0.18 0.21
H -2.6430 -1.0632 1.6427 0.16 -0.38 -0.04 0.20
H -1.6240 -2.4950 1.3923 0.10 -0.34 0.27 0.22
H -2.5312 -1.8542 0.0331 0.32 0.22 0.74 0.20
H -1.7367 1.2912 -2.1809 -0.20 1.70 -1.57 0.24
H -1.5335 -0.3890 -1.9098 -0.12 -0.39 -0.27 0.25
H -3.1005 0.3298 -1.3675 0.86 0.44 -0.50 0.26
H 1.0130 -0.4741 -1.0137 0.35 0.37 -0.29 0.23
H 1.4517 0.6495 -2.3801 -1.11 0.34 1.35 0.19
H 2.6531 1.7001 0.1161 -0.61 -0.13 -0.65 0.27
H 3.3738 1.3184 -1.5078 -1.29 -1.27 2.03 0.25
```
Positions in Å, forces in eV/Å.

Output
SMILES = CC(C)=[P@@](C)(Cl)OCCC#N
energy relative to the best compared isomer or geometry (same formula, charge and spin) = 29.8 kcal per mole
charge = 0
maximum force = 4.5 eV/A
HOMO-LUMO gap = 8.475 eV
E_tot = -1205.98732 hartree

=====

This record from the OMol25 dataset describes the molecule C24H26N2O4 at a distorted geometry. The level of theory is wB97M-V/def2-TZVPD.

Geometry as XYZ:
```
56
Properties=species:S:1:pos:R:3:forces:R:3:nbo_charge:R:1
C 5.0319 0.7061 0.3335 -0.04 -0.01 0.00 -0.63
C 3.6556 0.3889 0.8321 -0.06 -0.03 0.07 -0.01
C 3.4559 0.0633 2.1661 -0.01 0.01 -0.04 -0.20
C 2.1966 -0.2490 2.6461 -0.12 0.00 0.03 -0.21
C 1.1134 -0.2241 1.7904 0.04 0.14 -0.09 -0.23
C 1.3004 0.1141 0.4565 0.43 0.14 0.38 0.22
N 0.1697 0.0944 -0.4060 -0.02 -0.08 -0.01 -0.45
C -0.4501 1.1957 -0.8880 -0.14 0.08 -0.06 0.63
O -1.4280 1.1140 -1.6243 0.00 0.16 -0.23 -0.65
C 0.0878 2.5107 -0.4895 0.38 0.05 0.81 0.20
C 0.7367 2.9898 0.6226 -0.31 -0.32 -0.51 -0.27
C 0.8927 4.3769 0.4185 -0.21 0.29 -0.45 -0.32
C 0.3287 4.6421 -0.7944 0.42 0.34 0.69 0.12
O -0.1638 3.5304 -1.3395 -0.33 -0.24 -0.48 -0.38
C -0.3167 -1.2245 -0.8365 -0.12 -0.33 0.21 -0.19
C -1.4525 -1.6844 0.1186 0.17 0.20 -0.54 0.68
O -1.3276 -2.5697 0.9348 0.11 -0.28 0.29 -0.62
N -2.5689 -0.9706 -0.0817 -0.41 0.27 -0.12 -0.63
C -3.7518 -1.0817 0.7442 0.10 -0.23 0.29 -0.05
C -3.9927 0.2309 1.5050 0.03 0.01 -0.07 -0.41
C -4.8432 1.0519 0.5415 -0.13 -0.03 0.15 -0.41
C -5.8281 0.0183 -0.0015 -0.03 0.07 -0.07 -0.40
C -5.0063 -1.2727 -0.1330 -0.12 -0.05 0.02 -0.42
C 0.7942 -2.2118 -0.9293 -0.18 -0.02 -1.00 0.27
C 1.3691 -2.7767 -2.0330 -0.38 0.37 0.46 -0.29
C 2.3777 -3.6427 -1.5504 0.15 -0.09 0.49 -0.33
C 2.3358 -3.5366 -0.1939 0.46 -0.38 -0.61 0.10
O 1.3853 -2.6763 0.1859 -0.17 0.02 0.35 -0.38
C 2.5677 0.4078 -0.0463 -0.19 -0.13 0.02 -0.03
C 2.7752 0.7339 -1.4933 -0.01 0.00 0.05 -0.65
H 5.0565 1.6930 -0.1268 0.09 0.06 -0.06 0.22
H 5.7502 0.6848 1.1488 0.07 0.01 0.02 0.22
H 5.3426 -0.0183 -0.4189 0.09 -0.01 -0.08 0.22
H 4.3025 0.0456 2.8372 0.10 0.01 0.06 0.21
H 2.0598 -0.5137 3.6832 -0.02 -0.03 0.10 0.22
H 0.1253 -0.4792 2.1397 -0.13 -0.04 0.04 0.23
H 1.0497 2.4367 1.4830 0.07 -0.17 0.12 0.24
H 1.3581 5.0754 1.0830 0.07 0.20 0.10 0.23
H 0.2266 5.5519 -1.3527 -0.06 0.05 -0.16 0.21
H -0.7468 -1.0889 -1.8369 0.14 -0.09 0.19 0.26
H -2.5532 -0.2194 -0.7643 0.21 -0.12 -0.01 0.43
H -3.5759 -1.9251 1.4160 -0.04 0.13 -0.10 0.24
H -3.0555 0.7190 1.7711 0.04 -0.05 0.10 0.21
H -4.5518 0.0286 2.4193 -0.05 0.01 0.07 0.20
H -5.3425 1.8878 1.0292 0.03 0.10 -0.05 0.21
H -4.2213 1.4446 -0.2645 0.05 0.09 -0.06 0.20
H -6.2672 0.3225 -0.9500 -0.11 0.00 0.00 0.21
H -6.6375 -0.1251 0.7160 -0.06 0.03 0.00 0.20
H -5.5788 -2.1427 0.1836 0.00 -0.06 -0.06 0.22
H -4.6994 -1.4349 -1.1661 -0.01 -0.08 0.00 0.21
H 1.1046 -2.5991 -3.0555 -0.13 0.10 -0.20 0.23
H 3.0345 -4.2555 -2.1329 0.17 -0.16 -0.04 0.23
H 2.9105 -4.0054 0.5798 0.02 -0.01 0.19 0.20
H 3.5259 0.0727 -1.9240 0.05 -0.02 -0.08 0.23
H 1.8566 0.6245 -2.0624 0.03 0.00 -0.07 0.22
H 3.1294 1.7589 -1.6044 0.03 0.09 -0.07 0.22
```
Positions in Å, forces in eV/Å.

Output
SMILES = Cc1cccc(N(C(=O)c2ccco2)[C@H](C(=O)NC2CCCC2)c2ccco2)c1C
energy relative to the best compared isomer or geometry (same formula, charge and spin) = 49.3 kcal per mole
charge = 0
maximum force = 1.0 eV/A
HOMO-LUMO gap = 9.365 eV
E_tot = -1340.62673 hartree

=====

This record from the OMol25 dataset describes the molecule C42H38O20 at a distorted geometry. The level of theory is wB97M-V/def2-TZVPD.

Geometry as XYZ:
```
100
Properties=species:S:1:pos:R:3:forces:R:3:nbo_charge:R:1
O -3.1471 3.5808 -0.4828 -0.03 -0.13 0.01 -0.66
C -3.8919 2.6205 -0.4920 0.25 0.80 0.00 0.81
O -5.2176 2.7694 -0.4562 -0.44 -0.23 0.01 -0.67
H -5.4531 3.7097 -0.4183 0.32 -0.09 -0.02 0.50
C -3.4426 1.2211 -0.5479 0.63 -0.56 -0.01 -0.15
C -2.0955 0.9583 -0.5353 -0.57 0.60 0.03 -0.19
C -1.6122 -0.3652 -0.6091 0.14 -0.50 0.01 0.05
C -0.2333 -0.6201 -0.6455 -0.06 -0.14 -0.06 -0.06
C 0.2504 -1.9292 -0.7323 -0.50 0.21 -0.04 -0.04
C 1.6411 -2.1738 -0.8722 0.42 -0.27 -0.01 -0.21
C 2.1257 -3.4413 -0.9123 -0.04 0.51 -0.02 -0.18
C 1.2618 -4.5392 -0.7501 -0.58 -0.40 0.00 -0.30
C -0.0824 -4.3451 -0.6104 0.39 -0.32 -0.12 0.32
C -0.6585 -3.0311 -0.6716 -0.23 -0.01 0.05 -0.12
C -2.0436 -2.7739 -0.6546 0.21 0.18 0.02 0.42
C -2.5415 -1.4537 -0.6532 0.14 -0.28 0.02 -0.21
C -3.9439 -1.1412 -0.6658 -0.20 0.54 0.02 0.36
C -4.3680 0.1647 -0.6205 -0.07 -0.48 -0.02 -0.28
H -5.4259 0.3647 -0.6355 -0.12 -0.04 0.00 0.24
O -4.9030 -2.0814 -0.7292 -0.10 -0.26 -0.01 -0.67
H -4.4957 -2.9636 -0.7313 -0.01 0.10 0.00 0.51
O -2.9554 -3.7850 -0.6569 -0.07 0.12 -0.02 -0.72
H -2.5040 -4.6463 -0.6276 0.06 -0.10 0.02 0.53
O -0.9657 -5.3790 -0.3635 0.06 0.69 -0.01 -0.57
C -0.5066 -6.6812 -0.0571 0.00 -0.79 -0.31 0.36
O 0.4284 -6.7473 0.9577 -0.13 0.04 -0.27 -0.51
C 0.0016 -6.4366 2.2820 -0.24 0.13 0.70 0.06
C -0.0581 -4.9214 2.5337 0.08 -0.08 -0.43 -0.08
O -0.1043 -4.7082 3.9172 0.00 0.04 0.37 -0.75
H 0.0530 -3.7629 4.0738 0.00 -0.17 0.01 0.51
H 0.8382 -4.4667 2.0908 -0.12 -0.06 -0.02 0.18
H -0.9427 -4.4810 2.0505 0.10 -0.02 -0.06 0.15
C -1.3035 -7.1325 2.6781 -0.17 0.49 -0.16 0.05
O -1.0396 -8.4946 2.9024 0.02 -0.40 0.04 -0.72
H -1.8958 -8.9230 3.0382 0.10 -0.01 -0.01 0.49
C -2.3710 -6.9847 1.5832 0.55 0.06 -0.33 0.05
O -3.4831 -7.7579 1.9625 -0.24 -0.16 0.07 -0.72
H -4.0929 -7.7767 1.2153 -0.01 -0.05 0.05 0.49
C -1.7834 -7.4860 0.2590 0.44 0.13 0.52 0.04
O -2.7674 -7.3275 -0.7366 -0.22 0.12 -0.17 -0.72
H -2.4398 -7.6711 -1.5747 -0.07 -0.05 0.03 0.48
H -1.4996 -8.5412 0.3807 0.00 0.22 -0.02 0.20
H -2.6628 -5.9316 1.4714 0.09 -0.07 0.05 0.18
H -1.6667 -6.6578 3.6010 0.06 0.01 -0.16 0.20
H 0.7941 -6.8504 2.9133 -0.15 0.10 0.00 0.22
H 0.0002 -7.1039 -0.9422 -0.10 0.19 0.16 0.17
H 1.6782 -5.5308 -0.6956 0.00 -0.09 0.05 0.23
H 3.1814 -3.6263 -1.0360 0.11 0.03 -0.01 0.22
H 2.3024 -1.3259 -0.9528 0.09 0.05 -0.02 0.22
C 0.7194 0.5042 -0.4975 0.09 0.11 -0.01 0.03
C 0.9641 1.3812 -1.5571 0.19 -0.07 0.46 -0.07
C 0.3803 1.1473 -2.8287 -0.11 0.10 -0.44 -0.21
C 0.5898 2.0066 -3.8586 -0.14 -0.38 0.26 -0.17
C 1.3488 3.1740 -3.6680 0.47 0.43 0.32 -0.30
C 1.9275 3.4414 -2.4588 -0.08 0.00 -0.53 0.32
C 1.8093 2.5203 -1.3626 0.11 0.13 0.20 -0.13
C 2.4645 2.6778 -0.1249 -0.17 -0.19 -0.06 0.42
C 2.2565 1.7699 0.9362 0.02 0.19 -0.26 -0.22
C 1.3439 0.6847 0.7464 0.08 0.38 -0.35 0.05
C 1.0857 -0.1999 1.8142 0.09 -0.30 0.76 -0.19
C 1.7258 -0.0601 3.0196 -0.15 0.25 -0.78 -0.15
C 2.6422 0.9874 3.2163 0.22 0.39 -0.18 -0.29
C 2.9043 1.8898 2.2133 -0.10 -0.36 0.43 0.36
O 3.7833 2.8674 2.4980 0.17 0.23 -0.06 -0.67
H 3.8991 3.4373 1.7187 -0.05 -0.08 0.07 0.51
H 3.1483 1.1018 4.1599 0.08 0.06 0.08 0.24
C 1.4331 -1.0380 4.0815 -0.42 -0.67 0.16 0.80
O 0.6662 -1.9705 3.9566 0.05 0.12 -0.02 -0.65
O 2.0951 -0.8255 5.2211 0.32 0.29 0.25 -0.67
H 1.8651 -1.5042 5.8752 -0.13 0.00 -0.30 0.50
H 0.3797 -1.0038 1.6875 -0.04 -0.06 0.02 0.24
O 3.3347 3.6970 0.0927 0.00 -0.17 0.04 -0.73
H 3.3283 4.3269 -0.6513 -0.07 0.07 0.08 0.53
O 2.6185 4.6165 -2.2194 -0.05 -0.53 0.28 -0.57
C 2.3515 5.7467 -3.0312 0.30 0.80 -0.60 0.36
O 0.9974 5.9625 -3.2393 0.03 -0.11 0.10 -0.52
C 0.2425 6.4468 -2.1275 -0.47 0.06 0.44 0.05
C 1.0159 6.4917 -0.8010 0.30 -0.12 -0.26 0.05
O 0.3151 7.2382 0.1579 -0.24 0.30 0.15 -0.74
H -0.6204 6.9744 0.1005 0.10 -0.08 0.09 0.51
C 2.4121 7.1332 -0.9357 -0.52 0.23 -0.29 0.05
O 3.3229 6.5290 -0.0418 0.24 -0.08 0.21 -0.75
H 2.9755 6.6337 0.8505 0.07 -0.03 0.04 0.50
H 2.3100 8.2007 -0.6972 -0.01 -0.16 -0.06 0.19
C 2.9939 6.9759 -2.3563 -0.49 -0.44 0.05 0.06
O 4.3846 6.9168 -2.3564 0.36 -0.13 0.06 -0.70
H 4.6581 6.5248 -1.5136 0.01 0.12 -0.10 0.49
H 2.7017 7.8347 -2.9723 -0.06 -0.15 0.11 0.19
H 1.1460 5.4570 -0.4391 0.06 0.17 -0.13 0.17
C -0.9825 5.5265 -1.9932 0.37 -0.03 -0.59 -0.06
O -1.8283 5.9969 -0.9713 -0.18 0.10 0.24 -0.77
H -2.4013 5.2583 -0.7067 0.04 0.09 0.02 0.52
H -1.5050 5.5069 -2.9586 0.06 -0.03 0.05 0.17
H -0.6352 4.5085 -1.7763 0.04 0.05 -0.03 0.17
H -0.0928 7.4671 -2.3611 0.03 -0.10 0.05 0.19
H 2.7940 5.6030 -4.0267 -0.08 -0.07 0.22 0.19
H 1.4443 3.8720 -4.4817 0.01 0.10 -0.05 0.23
H 0.1590 1.8212 -4.8302 -0.07 -0.05 -0.08 0.22
H -0.2296 0.2669 -2.9548 -0.05 -0.07 -0.06 0.23
H -1.3982 1.7775 -0.4742 0.03 0.08 0.01 0.24
```
Positions in Å, forces in eV/Å.

Output
energy relative to the best compared isomer or geometry (same formula, charge and spin) = 22.4 kcal per mole
charge = 0
maximum force = 1.0 eV/A
HOMO-LUMO gap = 6.612 eV
E_tot = -3128.20652 hartree

=====

This record from the OMol25 dataset describes the molecule C5H7NO at a distorted geometry. The level of theory is wB97M-V/def2-TZVPD.

Geometry as XYZ:
```
14
Properties=species:S:1:pos:R:3:forces:R:3:nbo_charge:R:1
N -2.3074 -0.5787 -0.3567 0.23 0.13 0.08 -0.65
C -1.1159 -0.2556 -0.5733 0.00 -0.15 -0.46 0.56
O -0.3682 -0.8311 -1.6175 -1.22 0.15 0.41 -0.49
C 0.9355 -0.5454 -1.4403 0.85 0.30 -2.74 0.03
C 1.1691 0.0219 -0.1534 0.23 -1.79 1.08 -0.48
C -0.0385 2.0450 -0.1645 -0.51 1.26 -0.34 -0.35
C -0.2227 0.6842 0.2422 0.69 -1.53 0.20 -0.37
H -2.6051 -1.3081 -1.0077 0.00 0.16 0.04 0.36
H 1.5680 -0.6283 -2.3139 -0.10 0.19 0.05 0.21
H 1.2614 -1.1787 -0.1025 -0.08 1.22 1.84 0.31
H 2.1428 0.4338 0.0950 -0.32 0.24 -0.08 0.26
H 0.0227 2.3149 -1.2146 0.12 -0.07 0.18 0.18
H 0.0210 2.8293 0.5791 0.01 -0.08 -0.13 0.19
H -0.4743 0.5767 1.2973 0.09 -0.01 -0.14 0.25
```
Positions in Å, forces in eV/Å.

Output
energy relative to the best compared isomer or geometry (same formula, charge and spin) = 127.5 kcal per mole
charge = 0
maximum force = 2.9 eV/A
HOMO-LUMO gap (alpha / beta) = 6.440 / 8.952 eV
E_tot = -324.52134 hartree